Entry 1:
The following is a DFT calculation (ωB97M-V with the def2-TZVPD basis set) of a 12-piece molecular cluster, C29H52F27N4O23PS7 overall at a distorted geometry.

Cartesian coordinates (Å):
C  -8.7174  3.9216  -6.2557
C  -8.2945  2.5344  -6.1327
O  -7.0710  2.2282  -6.1976
N  -9.4442  1.5175  -5.8347
H  -10.2635  2.0813  -5.6588
H  -9.5654  0.9730  -6.6767
C  -9.1257  0.5856  -4.6519
H  -9.2457  4.2755  -5.3704
H  -9.2943  3.9485  -7.1801
H  -7.7879  4.4909  -6.2490
H  -9.0095  1.2972  -3.8345
H  -8.2141  -0.0051  -4.7428
H  -9.9526  -0.0897  -4.4321
C  -6.6361  -1.9165  2.9683
C  -7.6939  -2.9395  2.6826
O  -8.8731  -2.5995  2.4004
N  -7.4372  -4.3510  3.1073
H  -7.9107  -5.0104  2.5065
H  -6.4352  -4.4753  3.0810
C  -7.9357  -4.6724  4.5521
H  -5.7971  -1.9383  2.2728
H  -6.2912  -1.8617  4.0008
H  -7.1590  -0.9651  2.8711
H  -9.0170  -4.7181  4.6816
H  -7.4786  -3.9681  5.2472
H  -7.5233  -5.6629  4.7445
C  3.3303  6.3252  2.1808
C  4.8407  6.1715  2.5436
C  5.2526  6.7143  3.9797
N  6.6818  6.5243  4.3592
C  7.5150  6.9289  3.2189
C  6.9907  5.0550  4.7143
C  8.0913  5.0617  5.8498
C  7.6585  6.2785  6.6344
C  7.1101  7.3513  5.6918
H  2.8152  5.7136  2.9216
H  3.0028  5.9767  1.2013
H  2.8943  7.3160  2.3088
H  5.4982  6.6315  1.8059
H  5.1754  5.1406  2.4284
H  4.7614  6.2101  4.8119
H  5.1697  7.7981  4.0610
H  7.4285  6.2521  2.3688
H  8.5671  6.8449  3.4912
H  7.1190  7.9128  2.9673
H  7.3093  4.4453  3.8689
H  6.0422  4.6716  5.0904
H  9.1043  5.1640  5.4606
H  8.0834  4.1828  6.4944
H  8.5706  6.5231  7.1787
H  6.9385  5.9491  7.3836
H  7.7723  8.1916  5.4837
H  6.2313  7.8559  6.0934
C  0.2664  0.4193  1.8137
C  0.8969  -0.1255  0.5857
C  -0.0615  -1.1486  -0.0325
N  -0.0353  -1.1692  -1.5991
C  1.2775  -1.7074  -2.1235
C  -0.4595  0.1088  -2.2399
C  -1.0454  -0.1580  -3.6040
C  -1.6046  -1.4977  -3.4767
C  -1.1940  -2.0848  -2.1536
H  -0.5484  1.0322  1.4282
H  0.9894  1.1212  2.2291
H  0.0154  -0.3587  2.5347
H  1.8171  -0.6743  0.7863
H  1.3519  0.5713  -0.1182
H  -1.0980  -0.8757  0.1659
H  0.1726  -2.1209  0.4011
H  1.5939  -2.5985  -1.5815
H  2.0475  -0.9654  -1.9124
H  1.2048  -1.9820  -3.1758
H  0.3811  0.7967  -2.1486
H  -1.2066  0.3936  -1.4990
H  -0.2948  -0.1545  -4.3943
H  -1.8607  0.5420  -3.7868
H  -1.3510  -2.3070  -4.1614
H  -2.6908  -1.5218  -3.3898
H  -1.0366  -3.1484  -1.9744
H  -1.9401  -1.7948  -1.4138
C  4.7016  4.7011  -5.4248
F  3.3739  4.7023  -5.2633
F  5.0554  5.8272  -6.0513
F  5.2996  4.7373  -4.2483
S  5.1546  3.0761  -6.5003
O  4.1316  2.1232  -6.0721
O  5.1379  3.4908  -7.9261
O  6.5413  2.8217  -6.1278
C  5.1630  -6.2672  -5.4598
F  3.8125  -6.4429  -5.5059
F  5.7809  -6.7948  -6.4659
F  5.4442  -4.9328  -5.4528
S  5.8201  -7.1026  -3.7559
O  5.9921  -8.5436  -3.9626
O  7.0378  -6.2980  -3.5339
O  4.9851  -6.7670  -2.6525
C  7.2614  -2.9755  5.2936
F  7.2273  -4.2860  5.5500
F  6.2401  -2.7200  4.4290
F  7.1358  -2.2132  6.3846
S  8.9436  -2.5745  4.3694
O  8.7887  -3.0920  3.0426
O  9.1962  -1.1010  4.3545
O  9.9452  -3.4085  5.1486
C  -5.7904  -8.6043  -3.0454
F  -5.5198  -8.3612  -4.3256
F  -6.5136  -9.7685  -2.9725
F  -4.7763  -8.7873  -2.3426
S  -6.7568  -7.0563  -2.2294
O  -5.6760  -6.1374  -1.7752
O  -7.6166  -6.4646  -3.2820
O  -7.5588  -7.6823  -1.1650
C  -0.9996  -4.7129  -10.5789
F  -0.3145  -4.1351  -9.6465
F  -0.0839  -5.4235  -11.3494
F  -2.0554  -5.3955  -10.0358
S  -1.7290  -3.2544  -11.6543
O  -2.3614  -3.8743  -12.8136
O  -2.5964  -2.4429  -10.8133
O  -0.4874  -2.5005  -12.1001
C  0.9036  2.9639  8.8573
F  -0.1536  2.3086  8.4745
F  1.2559  2.5895  10.1687
F  1.8918  2.8259  8.0162
S  0.4754  4.9121  8.9215
O  -0.1915  5.2357  7.6634
O  -0.4304  4.9606  10.0802
O  1.7409  5.6445  9.1505
C  -0.0396  -6.7432  4.5923
F  0.3431  -6.3275  3.3831
F  0.4024  -7.9100  4.9765
F  0.3496  -5.8541  5.5193
S  -1.9736  -6.8070  4.6493
O  -2.3578  -6.9208  6.0342
O  -2.5183  -5.6064  4.0397
O  -2.2822  -8.1211  4.0106
P  -5.4988  4.3936  -0.6060
F  -4.0638  4.2142  0.0795
F  -5.5176  2.8107  -0.7965
F  -6.3237  4.4252  0.8034
F  -6.9591  4.6755  -1.3124
F  -5.0508  5.9650  -0.4280
F  -4.7033  4.5432  -1.9678

* E_LUMO: 1.405 eV
* HOMO energy: -1.41 eV
* strongest force on any atom: 6.8 eV Å⁻¹
* charge: -4
* calculated total energy: -8910.68489 a.u.

Atom charges from the Mulliken analysis, given in e for atoms 1 to 99: -1.055, 0.524, -0.415, -0.143, 0.378, 0.363, -0.777, 0.406, 0.351, 0.320, 0.370, 0.344, 0.333, -1.072, 0.524, -0.496, -0.093, 0.386, 0.397, -0.795, 0.377, 0.363, 0.358, 0.317, 0.338, 0.392, -1.330, -0.488, -0.776, 0.284, -1.246, -0.726, -0.687, -0.529, -0.518, 0.352, 0.376, 0.320, 0.413, 0.395, 0.496, 0.502, 0.402, 0.425, 0.424, 0.396, 0.455, 0.348, 0.380, 0.305, 0.384, 0.321, 0.321, -1.405, -0.407, -0.863, -0.013, -0.926, -0.519, -0.604, -0.622, -0.730, 0.381, 0.387, 0.326, 0.445, 0.376, 0.441, 0.499, 0.380, 0.358, 0.419, 0.446, 0.365, 0.341, 0.370, 0.371, 0.332, 0.551, 0.302, 0.574, -0.239, -0.250, -0.237, 1.050, -0.594, -0.657, -0.646, 0.581, -0.236, -0.214, -0.220, 1.045, -0.655, -0.677, -0.624, 0.580, -0.208, -0.228

=====

Entry 2:
The following is a DFT calculation (ωB97M-V with the def2-TZVPD basis set) of C23H19ClMnN6O3 as an isolated structure at a distorted geometry.

Cartesian coordinates (Å):
Mn  0.2934  -0.2747  0.1539
N  2.1596  3.4772  -1.0071
C  1.8845  2.6862  0.0401
N  1.3313  1.5726  -0.3927
C  1.2771  1.7344  -1.7633
N  1.7868  2.8914  -2.1450
C  0.6883  0.7186  -2.5943
C  0.8713  0.6636  -3.9772
N  0.3118  -0.2579  -4.7281
C  -0.4377  -1.1733  -4.0975
C  -0.6244  -1.1591  -2.7333
N  -0.0781  -0.2153  -1.9463
H  2.5783  4.3972  -1.0349
H  2.0670  2.9243  1.0695
H  1.4859  1.4055  -4.4685
H  -0.9061  -1.9147  -4.7271
H  -1.2479  -1.8941  -2.2424
C  1.0230  -2.2764  0.4129
C  2.2421  -1.8338  -0.2090
C  2.5429  -2.1136  -1.5757
C  3.7202  -1.7146  -2.1494
C  4.6780  -1.0108  -1.4048
C  4.4291  -0.7524  -0.0476
C  3.2556  -1.1583  0.5362
C  5.8840  -0.5913  -1.9955
N  6.8617  -0.2197  -2.4723
H  1.0934  -2.5279  1.4736
H  0.4607  -3.0187  -0.1582
H  1.8335  -2.6870  -2.1570
H  3.9347  -1.9523  -3.1812
H  5.1834  -0.2521  0.5429
H  3.1244  -1.0098  1.5996
C  -0.9716  2.0923  5.8786
C  -0.1354  1.0142  5.2681
C  0.2440  -0.0796  6.0359
C  1.0101  -1.0961  5.4948
Cl  1.4288  -2.4611  6.4675
C  1.4453  -1.0374  4.1803
C  1.0760  0.0509  3.4144
C  0.2734  1.0599  3.9321
O  -0.0536  2.0939  3.0707
C  -1.4164  2.1321  2.6725
C  -1.9506  0.7730  2.1148
O  -3.0717  0.4186  2.4128
O  -1.1312  0.1498  1.3633
H  -0.8164  2.1334  6.9535
H  -2.0273  1.8843  5.7030
H  -0.7343  3.0624  5.4483
H  -0.0639  -0.1430  7.0684
H  2.0531  -1.8328  3.7762
H  1.3799  0.1394  2.3645
H  -1.4611  2.8807  1.8763
H  -2.0786  2.4428  3.4859

* E_LUMO (alpha / beta): -1.432 / -1.563 eV
* HOMO energy (alpha / beta): -7.04 / -7.77 eV
* strongest force on any atom: 2.2 eV Å⁻¹
* calculated total energy: -3053.33627 a.u.
* <S²>: 8.781
* multiplicity: 6

Charges computed using natural (NBO), reported in e: 1.518, -0.317, 0.232, -0.576, 0.265, -0.223, 0.131, 0.042, -0.334, 0.003, 0.024, -0.495, 0.437, 0.245, 0.225, 0.218, 0.228, -0.903, -0.030, -0.233, -0.153, -0.269, -0.125, -0.292, 0.285, -0.342, 0.229, 0.213, 0.201, 0.223, 0.221, 0.213, -0.639, -0.048, -0.226, -0.025, 0.004, -0.236, -0.232, 0.344, -0.549, -0.176, 0.769, -0.625, -0.916, 0.221, 0.232, 0.224, 0.225, 0.228, 0.182, 0.193, 0.190

=====

Entry 3:
The following is a DFT calculation (ωB97M-V with the def2-TZVPD basis set) of C42H82Br34N3OS as an isolated structure at a distorted geometry.

Cartesian coordinates (Å):
C  6.4367  -1.9273  -1.1719
N  6.2705  -2.1906  -2.3950
N  5.5328  -3.3542  -2.4780
C  5.3239  -3.7300  -1.2719
S  4.3482  -5.1206  -0.7633
C  3.2703  -5.3618  -2.2177
C  1.7770  -4.9696  -1.9962
C  1.5405  -3.6551  -1.1999
C  0.1775  -3.1027  -1.8445
C  0.2398  -1.5662  -1.5724
N  1.6643  -1.1709  -1.2563
C  2.4364  -2.4391  -1.4827
O  5.8659  -2.8622  -0.3247
H  6.9322  -1.0438  -0.7814
H  3.6804  -4.9112  -3.1333
H  3.2864  -6.4466  -2.4117
H  1.2603  -4.9474  -2.9636
H  1.3312  -5.7868  -1.4057
H  1.3682  -3.8123  -0.1296
H  -0.7324  -3.4241  -1.3327
H  0.2126  -3.1286  -2.9368
H  -0.0055  -0.9777  -2.4635
H  -0.3537  -1.1689  -0.7400
H  1.7598  -0.8418  -0.2921
H  2.1137  -0.4924  -1.8835
H  3.1416  -2.4203  -0.6240
H  3.1355  -2.4295  -2.3391
Br  3.5765  -1.6099  -4.3195
C  2.0829  -1.2958  -5.5327
C  1.8815  0.1778  -5.7590
Br  0.9994  1.0317  -4.2407
H  1.2119  -1.7904  -5.1103
H  2.3607  -1.7902  -6.4613
H  1.2158  0.3522  -6.6020
H  2.8150  0.7108  -5.9219
Br  -3.0782  -1.3557  -2.4339
C  -4.3937  -2.7277  -2.9379
C  -3.8878  -4.1064  -2.6037
Br  -2.5590  -4.7133  -3.8918
H  -4.6073  -2.6088  -3.9912
H  -5.2844  -2.5026  -2.3571
H  -4.6953  -4.8336  -2.6670
H  -3.4258  -4.1670  -1.6223
Br  7.8907  -0.3002  -6.4615
C  9.3692  -0.7022  -5.2583
C  8.8801  -1.0633  -3.8806
Br  8.3246  0.5130  -2.8800
H  10.0260  0.1625  -5.2669
H  9.8820  -1.5482  -5.7119
H  9.6848  -1.5029  -3.2935
H  8.0317  -1.7414  -3.8927
Br  -5.3607  -0.5259  -3.8155
C  -5.8466  1.2824  -4.3525
C  -5.8809  1.4158  -5.8503
Br  -4.0818  1.5251  -6.5968
H  -5.1368  1.9547  -3.8780
H  -6.8368  1.4510  -3.9310
H  -6.3668  2.3439  -6.1421
H  -6.3758  0.5822  -6.3392
Br  -1.3755  -3.6273  1.4310
C  -0.9334  -2.5210  2.9695
C  -0.2135  -1.2650  2.5598
Br  1.6549  -1.6248  2.1169
H  -0.3551  -3.1411  3.6480
H  -1.8891  -2.2776  3.4290
H  -0.1761  -0.5588  3.3874
H  -0.6561  -0.7799  1.6949
Br  11.0658  -4.4209  -2.0705
C  10.0838  -5.7317  -1.0170
C  8.6653  -5.8746  -1.5045
Br  7.5590  -4.3720  -0.9261
H  10.1478  -5.4162  0.0199
H  10.6292  -6.6653  -1.1431
H  8.1979  -6.7569  -1.0699
H  8.5915  -5.9253  -2.5875
Br  -6.1941  1.2356  -0.8450
C  -7.3048  2.7749  -0.4103
C  -8.7664  2.4425  -0.5417
Br  -9.3159  2.3941  -2.4090
H  -6.9922  3.5871  -1.0598
H  -7.0589  3.0242  0.6203
H  -9.3787  3.2180  -0.0849
H  -9.0253  1.4800  -0.1099
Br  -7.2731  -6.0646  -2.8457
C  -7.2872  -8.0115  -2.9058
C  -6.0809  -8.5998  -2.2221
Br  -4.4863  -8.4502  -3.3303
H  -7.3619  -8.2931  -3.9517
H  -8.1988  -8.3032  -2.3878
H  -6.2170  -9.6678  -2.0637
H  -5.8524  -8.1223  -1.2741
Br  2.3401  2.3518  2.0452
C  3.9459  2.1748  3.1343
C  3.6029  1.7927  4.5473
Br  2.9219  3.3112  5.5579
H  4.4843  3.1148  3.0607
H  4.5292  1.3884  2.6589
H  4.4948  1.4720  5.0848
H  2.8491  1.0120  4.6049
Br  2.5022  -1.5609  6.8601
C  2.9363  -0.5415  8.4677
C  3.6717  0.7243  8.1283
Br  5.5348  0.3670  7.6842
H  3.5000  -1.2019  9.1195
H  1.9772  -0.3134  8.9284
H  3.7072  1.3893  8.9879
H  3.2437  1.2518  7.2837
Br  5.2002  0.8478  12.3541
C  4.1827  2.4188  12.8847
C  2.7015  2.1700  12.7920
Br  2.1008  2.2240  10.9430
H  4.5155  3.2387  12.2539
H  4.4735  2.6142  13.9154
H  2.1467  2.9587  13.2968
H  2.4015  1.2078  13.1954
Br  5.9851  2.3832  -5.6526
C  5.1099  4.0758  -5.2504
C  3.6234  3.9747  -5.4549
Br  3.1413  4.0270  -7.3426
H  5.5786  4.8354  -5.8689
H  5.3376  4.2734  -4.2043
H  3.1125  4.8283  -5.0131
H  3.2068  3.0575  -5.0484
Br  4.7048  5.1709  9.6633
C  5.1499  6.1929  11.2612
C  5.8880  7.4592  10.9189
Br  7.7441  7.1006  10.4695
H  5.7174  5.5327  11.9112
H  4.1929  6.4231  11.7272
H  5.9284  8.1243  11.7803
H  5.4558  7.9903  10.0767
Br  -6.1297  -3.1872  -6.9935
C  -7.6640  -3.0335  -8.1799
C  -8.0249  -1.5933  -8.4282
Br  -8.9575  -0.8199  -6.9015
H  -8.4710  -3.6035  -7.7295
H  -7.3567  -3.5150  -9.1063
H  -8.7235  -1.5124  -9.2589
H  -7.1605  -0.9647  -8.6231
Br  -8.6318  3.6849  -7.5289
C  -10.1540  2.5554  -7.9757
C  -11.4261  3.0787  -7.3675
Br  -11.5181  2.6800  -5.4649
H  -9.9088  1.5491  -7.6459
H  -10.2133  2.5761  -9.0627
H  -12.2906  2.5817  -7.8037
H  -11.5402  4.1536  -7.4713
Br  -11.5126  -0.9958  -2.7776
C  -12.6355  0.5341  -2.3443
C  -14.0974  0.1992  -2.4753
Br  -14.6514  0.1509  -4.3396
H  -12.3249  1.3476  -2.9920
H  -12.3913  0.7828  -1.3130
H  -14.7094  0.9738  -2.0169
H  -14.3543  -0.7636  -2.0440
Br  8.5436  9.9264  12.9644
C  7.5136  11.4950  13.4805
C  6.0335  11.2400  13.3785
Br  5.4267  11.2824  11.5281
H  7.8498  12.3142  12.8522
H  7.7947  11.6945  14.5128
H  5.4742  12.0281  13.8789
H  5.7399  10.2767  13.7849

* E_LUMO: -1.742 eV
* HOMO energy: -10.18 eV
* strongest force on any atom: 5.9 eV Å⁻¹
* charge: +1
* calculated total energy: -89803.39072 a.u.

Atom charges from the Mulliken analysis, given in e for atoms 1 to 99: -0.273, 0.193, -0.360, 0.204, -0.207, -0.906, -0.988, 0.748, -0.058, -0.372, 0.671, 0.863, -0.432, 0.412, 0.342, 0.640, 0.374, 0.417, 0.416, -0.145, -0.054, -0.068, -0.013, 0.181, 0.397, 0.228, -1.667, -0.067, -0.616, -0.517, -0.191, 0.277, 0.477, 0.425, 0.258, 0.128, -0.799, 0.143, -0.173, 0.215, 0.510, -0.201, 0.233, -0.182, -0.528, -0.415, -0.168, 0.389, 0.384, 0.260, 0.244, -0.020, -0.345, 0.066, -0.173, 0.456, -0.104, 0.155, -0.011, -0.071, -0.596, -0.630, -0.150, 0.364, 0.407, 0.417, 0.372, -0.148, -0.605, -0.715, 0.135, 0.363, 0.401, 0.363, 0.417, -0.130, -0.599, -0.649, -0.089, 0.354, 0.367, 0.375, 0.364, -0.127, -0.562, -0.622, -0.131, 0.379, 0.334, 0.368, 0.357, -0.194, -0.561, -0.416, -0.122, 0.459, 0.334, 0.247, 0.260

=====

Entry 4:
The following is a DFT calculation (ωB97M-V with the def2-TZVPD basis set) of one molecule with the formula C6H6FNO2 at a distorted geometry.

Cartesian coordinates (Å):
C  -1.0260  0.7407  -0.9987
C  -1.0634  -0.7162  0.9252
C  0.1380  0.1606  -1.4143
C  0.1372  -1.2573  0.6038
C  -1.5116  0.6141  0.4074
C  0.9864  -0.5081  -0.4702
N  1.9198  0.5163  0.3236
O  1.2883  1.3993  0.8637
O  3.0404  0.2336  0.5093
F  1.8442  -1.3502  -1.0581
H  -1.6335  1.2981  -1.5957
H  -1.5804  -1.0582  1.8354
H  0.2951  0.1245  -2.4506
H  0.5892  -2.1873  0.8979
H  -0.8131  1.2912  1.0457
H  -2.6107  0.6989  0.5756

* E_LUMO: 0.404 eV
* HOMO energy: -9.94 eV
* strongest force on any atom: 4.0 eV Å⁻¹
* calculated total energy: -537.17240 a.u.
* structure (SMILES): O=[N+]([O-])C1(F)C=CCC=C1

Charges computed using natural (NBO), reported in e: -0.085, -0.118, -0.289, -0.258, -0.542, 0.368, 0.533, -0.415, -0.317, -0.317, 0.205, 0.220, 0.237, 0.237, 0.304, 0.236

=====

Number 3 is which compound? C42H82Br34N3OS